# 1
93
Properties=species:S:1:pos:R:3:forces:R:3:lowdin_spin:R:1 method="wB97M-V/def2-TZVPD" lumo_ev="-3.47 / -3.49" relative_energy_ev=2.457 mol_weight_g_mol=916.31 energy_ev=-163809.9798 homo_ev="-9.00 / -9.78" multiplicity=3 charge=+1
Ti -0.316 0.317 -0.599 -0.96 -0.97 1.72 0.91
O 4.578 1.191 -5.334 -0.04 0.02 0.01 0.00
C 4.717 0.149 -4.396 0.08 -0.03 -0.04 0.00
C 3.552 0.175 -3.453 -0.02 -0.18 0.18 0.00
C 3.412 -0.807 -2.467 0.15 0.18 -0.26 0.00
C 2.345 -0.738 -1.611 -0.12 -0.10 0.21 0.01
N 1.420 0.235 -1.651 1.55 0.15 -1.55 0.01
C 1.512 1.145 -2.643 0.78 -0.65 0.20 0.01
C 2.579 1.148 -3.538 -0.29 0.28 -0.04 0.00
C 0.406 2.095 -2.707 -0.64 0.60 -0.06 0.01
C 0.157 2.911 -3.803 0.41 -0.31 0.04 0.00
C -0.911 3.789 -3.783 -0.27 0.15 0.29 0.01
C -1.223 4.644 -4.987 0.02 0.05 -0.02 0.00
O -0.181 5.554 -5.280 0.07 -0.04 0.00 0.00
C -1.663 3.863 -2.614 0.15 0.08 -0.38 0.00
C -1.388 2.999 -1.580 -0.04 -0.09 0.19 0.01
N -0.406 2.086 -1.624 0.24 1.64 -1.19 0.01
H 5.312 1.163 -5.953 0.03 0.00 -0.02 0.00
H 5.639 0.257 -3.813 -0.02 -0.02 0.01 0.00
H 4.747 -0.831 -4.884 -0.01 0.00 0.02 0.00
H 4.124 -1.617 -2.388 -0.03 -0.02 0.06 0.00
H 2.191 -1.500 -0.857 -0.02 0.02 0.02 0.00
H 2.656 1.908 -4.301 0.00 -0.02 0.00 0.00
H 0.786 2.850 -4.681 -0.01 0.01 0.01 0.00
H -2.181 5.151 -4.843 0.01 0.00 -0.01 0.00
H -1.310 4.003 -5.865 -0.06 0.00 0.01 0.00
H -0.185 6.272 -4.639 -0.02 -0.01 0.02 0.00
H -2.484 4.563 -2.526 -0.02 -0.03 0.03 0.00
H -1.988 3.023 -0.684 -0.01 -0.12 0.01 0.00
C 0.433 -5.116 3.936 0.00 -0.02 0.01 0.00
C -0.644 -4.331 4.320 -0.04 0.00 0.04 0.00
C -1.020 -3.234 3.558 0.00 0.00 -0.07 0.00
C -0.316 -2.911 2.400 0.41 0.22 -0.12 0.00
C 0.747 -3.724 2.008 -0.04 0.03 0.00 0.00
C 1.123 -4.819 2.770 0.02 -0.02 -0.01 0.00
P -0.784 -1.588 1.218 -1.01 -0.40 0.08 0.01
C -1.909 -0.472 2.209 0.12 -0.11 -0.07 0.01
C -1.294 -0.123 3.589 0.02 -0.09 0.03 0.02
C -1.615 1.000 4.222 -0.01 0.07 0.05 0.02
C -3.092 1.582 2.265 0.00 0.02 0.01 0.02
C -4.034 0.418 2.460 -0.09 0.00 -0.03 0.00
C -3.389 -0.739 2.418 0.01 0.04 -0.07 0.00
C -1.779 -2.635 0.100 0.03 -0.05 0.07 0.00
C -2.611 -3.629 0.556 0.08 0.19 -0.02 0.00
C -3.195 -4.537 -0.339 -0.07 -0.10 -0.04 0.00
C -2.908 -4.458 -1.673 0.00 -0.03 0.01 0.00
C -2.068 -3.442 -2.177 0.06 0.17 0.18 0.00
C -1.819 -3.323 -3.565 0.03 0.02 -0.13 0.01
C -1.083 -2.279 -4.033 -0.06 -0.04 -0.10 0.00
C -0.559 -1.317 -3.141 0.06 -0.12 0.20 0.01
C -0.724 -1.390 -1.774 -0.13 -0.53 -0.35 -0.02
C -1.496 -2.494 -1.286 -0.18 -0.17 -0.12 0.00
H 0.725 -5.964 4.541 0.00 0.00 -0.02 0.00
H -1.202 -4.573 5.215 0.01 0.00 0.00 0.00
H -1.879 -2.652 3.865 -0.01 0.03 0.03 0.00
H 1.261 -3.510 1.077 0.05 -0.01 0.02 0.00
H 1.949 -5.441 2.453 0.00 0.01 0.00 0.00
H -0.622 -0.835 4.047 0.01 0.03 0.05 0.00
H -1.220 1.205 5.210 0.04 -0.05 -0.02 0.00
H -3.524 2.410 1.706 0.09 0.03 -0.01 0.00
H -5.092 0.561 2.634 0.01 -0.05 0.00 0.00
H -3.820 -1.722 2.539 0.01 0.00 0.02 0.00
H -2.805 -3.738 1.615 0.03 -0.04 0.03 0.00
H -3.854 -5.310 0.036 0.01 0.01 -0.01 0.00
H -3.332 -5.171 -2.370 -0.01 0.00 0.02 0.00
H -2.235 -4.061 -4.240 -0.01 0.01 0.00 0.00
H -0.903 -2.167 -5.096 -0.02 -0.02 0.00 0.00
H -0.033 -0.485 -3.599 0.05 -0.02 -0.02 0.00
O -2.060 4.264 4.371 -0.12 -0.04 0.14 0.10
C -1.771 3.342 3.431 0.04 -0.02 -0.13 0.21
C -0.891 3.592 2.412 0.04 0.06 0.08 0.01
C -0.430 2.728 1.400 -0.11 0.11 0.03 0.26
N -0.791 1.443 1.173 -0.53 0.11 0.33 0.01
C -1.915 0.921 1.620 0.17 0.01 0.53 0.21
Br -2.987 0.400 -0.900 -0.17 0.02 -0.01 0.08
C -2.522 2.066 3.636 -0.01 0.04 -0.04 0.03
H -1.557 5.075 4.239 0.06 0.03 -0.06 0.00
H -0.426 4.574 2.407 0.00 0.00 -0.01 -0.01
H 0.370 3.100 0.771 -0.01 -0.02 -0.02 0.01
H -3.339 2.276 4.333 0.01 -0.01 0.01 0.00
C 4.069 1.631 1.096 -0.22 -0.04 -0.01 0.00
Sb 2.313 0.447 1.537 0.72 0.05 0.43 0.00
C 2.252 0.929 3.638 -0.12 0.00 -0.21 0.00
C 3.486 -1.343 1.858 -0.18 0.12 -0.10 0.00
H 4.856 1.386 1.808 0.00 -0.01 0.01 0.00
H 3.840 2.694 1.163 0.01 0.00 -0.02 0.00
H 4.413 1.406 0.086 0.01 0.02 0.00 0.00
H 3.267 0.898 4.032 0.01 0.00 -0.03 0.00
H 1.640 0.192 4.157 0.01 0.02 0.01 0.00
H 1.826 1.918 3.797 -0.03 -0.02 -0.01 0.00
H 4.195 -1.143 2.660 0.02 0.03 -0.02 0.00
H 4.036 -1.605 0.955 -0.01 -0.01 0.00 0.00
H 2.847 -2.174 2.149 0.02 -0.01 0.01 0.00

---

# 2
10
Properties=species:S:1:pos:R:3:forces:R:3:mulliken_charge:R:1 method="wB97M-V/def2-TZVPD" lumo_ev=0.42 relative_energy_ev=6.120 mol_weight_g_mol=84.08 energy_ev=-8197.7656 homo_ev=-9.02
O -2.498 0.184 0.800 0.07 0.16 -0.01 -0.51
C -1.328 0.778 0.710 0.49 0.29 0.00 0.10
C -0.239 1.284 0.639 -0.51 -0.23 0.02 -0.33
C 2.272 -0.310 -0.647 -0.48 -0.44 -0.15 -0.24
N 1.299 -0.970 -0.867 0.33 0.23 0.05 0.54
N 0.286 -1.554 -1.262 0.25 0.15 0.14 -0.81
H -3.199 0.849 0.752 0.05 -0.10 0.00 0.35
H 0.730 1.715 0.524 -0.19 -0.06 0.03 0.40
H 3.139 -0.589 -0.067 -0.07 -0.02 -0.04 0.24
H -0.463 -1.386 -0.581 0.07 0.02 -0.05 0.26

---

# 3
48
Properties=species:S:1:pos:R:3:forces:R:3:mulliken_charge:R:1 method="wB97M-V/def2-TZVPD" lumo_ev=0.27 relative_energy_ev=1.993 mol_weight_g_mol=378.45 energy_ev=-42970.9627 homo_ev=-8.77
C -4.735 -2.981 0.339 -0.29 0.31 0.00 -1.08
C -5.698 -1.972 0.956 0.17 -0.26 0.18 -0.18
O -6.704 -1.557 0.044 -0.01 -0.20 -0.07 -0.42
C -6.620 -0.259 -0.462 -0.05 0.18 -0.29 -0.52
C -5.514 -0.041 -1.520 -0.50 -0.11 0.24 -0.43
C -4.180 0.202 -0.931 0.08 0.64 0.36 0.34
N -3.139 -0.514 -1.130 -1.08 -0.61 -0.91 -1.04
N -2.043 -0.109 -0.504 1.40 0.32 0.66 0.10
C -2.213 0.951 0.208 -1.25 0.07 -0.31 0.40
N -1.285 1.592 0.967 -0.09 0.76 0.40 -0.04
C 0.032 1.271 1.273 0.00 -0.33 -0.09 0.01
O 0.599 1.971 2.077 0.14 0.12 0.18 -0.64
C 0.622 0.083 0.557 0.24 -0.35 0.08 0.22
C 1.858 -0.460 1.286 -0.01 0.38 0.09 -1.15
C 3.057 0.483 1.144 0.08 -0.22 0.58 -0.90
N 3.323 0.743 -0.249 -0.06 0.12 -0.02 0.09
C 4.383 0.356 -0.994 -0.28 0.15 0.01 0.71
O 4.495 0.682 -2.168 0.26 -0.10 -0.07 -0.71
C 5.454 -0.461 -0.387 1.06 0.01 -0.73 0.30
C 6.723 -0.611 -0.888 -0.81 0.24 0.21 -0.52
C 7.379 -1.533 -0.046 -0.28 -0.22 0.43 -0.45
C 6.464 -1.892 0.897 0.76 -0.16 -0.21 -0.50
O 5.302 -1.253 0.703 -0.43 -0.01 0.13 -0.27
C 2.211 1.398 -0.905 -0.15 -0.03 -0.49 -1.23
C 0.994 0.475 -0.885 0.01 0.22 0.11 -0.67
S -3.870 1.573 0.144 0.63 -0.65 -0.29 -0.25
H -4.125 -2.525 -0.437 0.03 -0.06 -0.01 0.29
H -5.301 -3.800 -0.096 -0.04 -0.14 -0.01 0.32
H -4.080 -3.376 1.112 0.10 -0.08 0.08 0.33
H -5.152 -1.104 1.345 -0.05 0.00 0.01 0.22
H -6.226 -2.443 1.794 0.10 0.12 -0.05 0.37
H -6.492 0.475 0.350 -0.10 -0.07 -0.06 0.37
H -7.590 -0.087 -0.936 0.11 0.12 0.06 0.35
H -5.453 -0.920 -2.163 0.01 0.07 -0.04 0.31
H -5.794 0.824 -2.125 -0.02 -0.03 -0.07 0.37
H -1.616 2.414 1.462 0.21 -0.17 -0.05 0.28
H -0.149 -0.691 0.508 0.14 0.14 0.02 0.70
H 1.636 -0.595 2.345 0.01 -0.07 0.03 0.40
H 2.115 -1.430 0.858 -0.01 -0.04 0.01 0.46
H 3.928 0.053 1.631 -0.13 0.14 -0.05 0.59
H 2.820 1.435 1.630 0.10 -0.14 -0.05 0.32
H 7.116 -0.112 -1.748 -0.01 0.12 -0.20 0.52
H 8.387 -1.885 -0.132 0.20 -0.12 0.05 0.45
H 6.515 -2.569 1.727 -0.10 -0.06 0.12 0.46
H 2.510 1.617 -1.931 -0.09 0.06 0.19 0.48
H 1.992 2.335 -0.382 0.04 0.01 -0.03 0.36
H 0.149 0.953 -1.379 -0.01 -0.03 -0.07 0.44
H 1.232 -0.436 -1.436 -0.04 -0.01 -0.05 0.43